{
  "formula": "C17H19N3O3S",
  "method": "wB97M-V/def2-TZVPD",
  "de_lowest_ev": 17.679,
  "spin_multiplicity": 1,
  "lumo_ev": 0.623,
  "e_homo_ev": -7.88,
  "species": ["C", "H", "H", "H", "O", "C", "C", "C", "C", "C", "C", "O", "C", "H", "H", "H", "O", "C", "H", "H", "H", "C", "N", "C", "N", "C", "N", "C", "C", "C", "C", "S", "H", "H", "H", "C", "H", "H", "H", "H", "H", "H", "H"],
  "positions_angstrom": [[-4.354, -2.610, -0.357], [-4.942, -2.888, -1.243], [-4.814, -2.270, 0.433], [-3.689, -3.491, -0.261], [-3.661, -1.680, -1.079], [-2.787, -1.025, -0.070], [-2.508, -1.540, 1.311], [-1.443, -0.800, 1.772], [-0.744, 0.266, 1.301], [-0.959, 0.692, 0.118], [-2.103, 0.381, -0.606], [-2.412, 0.870, -1.937], [-3.612, 0.625, -2.429], [-3.630, 1.695, -3.019], [-4.353, 1.021, -1.645], [-3.987, -0.167, -2.664], [-0.247, 1.665, -0.267], [0.315, 1.649, -1.497], [1.004, 2.741, -1.790], [-0.395, 1.617, -2.270], [1.008, 0.858, -1.670], [0.280, 0.974, 2.379], [1.650, 1.105, 1.563], [2.097, -0.073, 1.116], [1.577, -1.100, 1.076], [2.122, -2.388, 0.837], [3.056, -2.768, 0.016], [3.645, -1.293, -0.429], [3.146, -0.194, 0.109], [4.012, 0.793, -0.630], [4.899, 0.408, -1.594], [4.868, -1.459, -1.684], [5.602, 0.861, -2.163], [3.811, 1.764, -0.639], [1.502, -3.371, 1.194], [2.357, 2.471, 1.526], [2.035, 2.876, 0.456], [2.052, 2.834, 2.662], [3.378, 2.176, 1.497], [-0.026, 2.017, 2.595], [0.622, 0.203, 3.290], [-1.329, -1.141, 3.110], [-3.042, -2.303, 1.582]],
  "forces_ev_per_a": [[1.465, -4.550, -6.807], [-1.429, -0.846, 1.197], [-2.642, 1.560, 4.182], [-0.406, 0.196, 0.989], [3.985, 4.134, 3.468], [0.908, 2.759, -2.048], [2.428, 6.714, -7.920], [-1.001, -2.453, 7.534], [1.692, -2.309, 8.974], [-4.052, 0.829, -5.035], [-2.975, -6.384, -0.549], [5.763, -1.854, 4.655], [-1.245, 14.835, 2.729], [-0.999, -3.297, -0.396], [0.311, -0.769, -0.495], [-3.052, -9.293, -3.743], [3.049, 5.196, -0.223], [3.057, 3.659, -2.733], [-2.118, -3.113, 1.440], [-1.020, 0.000, -1.021], [0.700, -0.829, 0.270], [2.494, -2.409, -2.451], [-2.162, 1.093, 2.516], [7.124, 9.383, -3.652], [-7.589, -14.144, 3.784], [-2.016, -2.465, -1.105], [0.828, 5.615, 0.384], [-1.146, -8.254, 0.196], [5.211, 4.394, -2.446], [0.491, -2.311, -0.999], [-2.584, -4.299, 2.684], [-1.175, 3.113, 1.600], [1.626, 1.817, -1.592], [-0.661, 4.273, 0.603], [1.103, 2.887, -0.253], [-2.856, -2.438, 0.520], [0.491, 0.366, 2.892], [0.877, 0.246, -3.582], [1.055, 0.486, 0.135], [0.136, -0.894, 0.291], [-1.738, 2.283, -2.281], [0.316, 1.260, -4.157], [-2.244, -4.188, 2.446]]
}

{
  "formula": "C2H4Cl2",
  "method": "wB97M-V/def2-TZVPD",
  "de_lowest_ev": 0.383,
  "spin_multiplicity": 1,
  "smiles": "ClCCCl",
  "lumo_ev": 0.925,
  "e_homo_ev": -10.92,
  "species": ["Cl", "C", "C", "Cl", "H", "H", "H", "H"],
  "positions_angstrom": [[1.594, -1.348, -0.782], [0.270, -0.681, 0.292], [-0.499, 0.552, -0.207], [0.412, 2.146, -0.293], [0.803, -0.257, 1.144], [-0.373, -1.465, 0.692], [-1.400, 0.729, 0.380], [-0.807, 0.324, -1.227]],
  "forces_ev_per_a": [[-1.201, 0.456, 0.422], [1.103, 1.655, 1.043], [0.010, -0.615, -1.421], [-0.349, -1.277, 0.243], [0.296, -0.548, 0.204], [-0.023, -0.052, -0.621], [0.288, -0.041, 0.184], [-0.123, 0.422, -0.054]]
}

{
  "formula": "C29H68N9O10",
  "method": "wB97M-V/def2-TZVPD",
  "charge": -1,
  "de_lowest_ev": 0.000,
  "spin_multiplicity": 1,
  "lumo_ev": 2.120,
  "e_homo_ev": -2.93,
  "species": ["C", "C", "O", "H", "H", "H", "H", "H", "C", "O", "N", "C", "C", "H", "H", "H", "H", "H", "H", "H", "C", "O", "N", "C", "C", "H", "H", "H", "H", "H", "H", "H", "C", "O", "N", "C", "C", "H", "H", "H", "H", "H", "H", "H", "C", "O", "N", "C", "C", "H", "H", "H", "H", "H", "H", "H", "C", "O", "N", "C", "C", "H", "H", "H", "H", "H", "H", "H", "C", "O", "N", "C", "C", "H", "H", "H", "H", "H", "H", "H", "C", "O", "N", "C", "C", "H", "H", "H", "H", "H", "H", "H", "C", "O", "N", "C", "C", "H", "H", "H", "H", "H", "H", "H", "C", "O", "N", "C", "C", "H", "H", "H", "H", "H", "H", "H"],
  "positions_angstrom": [[34.317, -11.518, 6.670], [33.235, -10.748, 5.900], [33.223, -9.422, 6.093], [33.962, -11.716, 7.690], [35.288, -11.018, 6.661], [34.482, -12.544, 6.292], [32.225, -11.186, 6.118], [33.478, -10.963, 4.800], [35.357, -8.019, 8.150], [34.888, -6.942, 7.891], [36.698, -8.304, 8.084], [37.196, -9.574, 8.528], [37.681, -7.318, 7.788], [34.745, -8.877, 8.467], [36.376, -10.258, 8.740], [37.741, -9.464, 9.478], [37.881, -10.011, 7.795], [38.383, -7.704, 7.039], [37.233, -6.386, 7.462], [38.296, -7.086, 8.674], [32.167, -12.539, 11.497], [31.812, -13.085, 12.521], [31.427, -11.657, 10.785], [31.989, -10.912, 9.686], [30.152, -11.213, 11.275], [33.160, -12.714, 11.053], [33.017, -11.201, 9.477], [31.894, -9.830, 9.758], [31.493, -11.193, 8.743], [30.193, -10.207, 11.702], [29.424, -11.207, 10.456], [29.772, -11.893, 12.033], [37.489, -13.591, 9.329], [37.978, -13.702, 10.442], [38.161, -13.218, 8.230], [39.568, -12.945, 8.269], [37.533, -13.123, 6.947], [36.423, -13.791, 9.145], [39.969, -13.212, 9.243], [39.738, -11.872, 8.127], [40.083, -13.494, 7.481], [36.447, -13.215, 6.994], [37.756, -12.162, 6.473], [37.832, -13.871, 6.203], [38.731, -12.558, 3.007], [39.180, -12.471, 4.130], [37.469, -12.250, 2.638], [37.074, -12.274, 1.232], [36.379, -12.088, 3.567], [39.345, -12.863, 2.141], [37.934, -12.353, 0.577], [36.496, -11.369, 1.044], [36.394, -13.121, 1.083], [35.716, -11.270, 3.276], [35.770, -12.991, 3.682], [36.711, -11.834, 4.571], [36.286, -8.433, 4.699], [35.548, -7.501, 4.576], [37.594, -8.417, 4.230], [38.088, -7.343, 3.406], [38.547, -9.378, 4.714], [36.009, -9.392, 5.161], [38.869, -6.778, 3.914], [37.247, -6.681, 3.202], [38.380, -7.757, 2.435], [39.062, -9.857, 3.872], [39.309, -8.917, 5.354], [38.107, -10.214, 5.253], [32.320, -9.208, 2.802], [32.302, -8.022, 2.989], [31.215, -9.995, 2.595], [31.314, -11.378, 2.254], [29.897, -9.463, 2.746], [33.234, -9.831, 2.834], [32.309, -11.817, 2.308], [31.076, -11.502, 1.181], [30.639, -11.997, 2.848], [29.959, -8.477, 3.206], [29.388, -9.325, 1.781], [29.287, -10.107, 3.386], [28.957, -7.746, 5.924], [30.114, -7.429, 5.929], [28.438, -8.905, 6.435], [27.027, -9.004, 6.689], [29.271, -9.966, 6.991], [28.172, -7.100, 5.481], [26.775, -8.922, 7.755], [26.643, -9.982, 6.370], [26.495, -8.246, 6.117], [28.989, -10.877, 6.458], [30.303, -9.783, 6.667], [29.143, -9.965, 8.073], [34.300, -15.028, 4.469], [35.085, -15.596, 5.207], [34.145, -15.341, 3.164], [33.365, -14.471, 2.300], [34.965, -16.384, 2.567], [33.585, -14.268, 4.821], [33.839, -13.494, 2.130], [32.403, -14.248, 2.762], [33.268, -14.933, 1.321], [35.028, -17.227, 3.252], [34.510, -16.684, 1.628], [35.986, -16.026, 2.397], [30.852, -13.462, 6.732], [31.848, -13.925, 6.217], [30.079, -14.118, 7.632], [30.475, -15.414, 8.113], [28.882, -13.519, 8.168], [30.478, -12.462, 6.475], [30.367, -15.486, 9.196], [31.534, -15.557, 7.910], [29.907, -16.198, 7.606], [28.894, -13.529, 9.261], [28.785, -12.471, 7.879], [27.972, -14.014, 7.810]],
  "forces_ev_per_a": [[-0.409, -1.260, 0.359], [0.284, 1.384, -0.846], [0.188, -0.463, 0.630], [0.401, 0.408, 0.173], [-0.148, 0.291, 0.105], [-0.115, 0.186, -0.250], [0.218, -0.568, -0.162], [-0.343, -0.512, 0.023], [-0.022, 0.116, -0.168], [-0.002, 0.426, 0.211], [-0.450, -0.550, 0.057], [0.110, -0.039, 0.608], [0.711, 0.366, 0.180], [0.036, -0.051, -0.170], [-0.049, -0.035, -0.284], [0.132, -0.022, -0.137], [-0.084, -0.095, -0.038], [-0.132, 0.161, -0.139], [-0.236, -0.110, -0.213], [-0.131, -0.073, 0.016], [0.081, 0.247, -0.026], [-0.144, -0.213, 0.143], [0.305, 0.267, 0.337], [-0.109, -0.558, -1.467], [-0.661, -0.147, -0.037], [-0.024, -0.002, -0.065], [0.131, 0.186, 0.454], [0.120, 0.018, 0.389], [-0.155, 0.171, 0.150], [0.118, 0.018, -0.052], [0.095, 0.113, -0.011], [0.211, -0.056, 0.059], [0.005, -0.063, 0.578], [-0.054, -0.014, -0.068], [-0.109, -0.312, -0.302], [0.372, 0.387, 0.228], [-0.725, 0.149, -1.097], [-0.021, 0.029, -0.138], [-0.062, -0.126, 0.012], [0.079, -0.070, -0.132], [0.019, 0.000, -0.030], [0.087, 0.080, 0.388], [0.033, 0.046, 0.198], [0.403, -0.138, 0.398], [-0.149, 0.406, -0.044], [0.071, -0.352, 0.173], [0.012, -0.163, -0.649], [-0.521, -0.292, 0.916], [-0.469, 0.348, 0.799], [0.081, 0.065, 0.037], [0.062, 0.054, -0.051], [0.182, 0.091, -0.288], [0.107, -0.018, -0.277], [0.073, -0.055, -0.204], [0.133, -0.059, -0.267], [0.337, -0.074, -0.117], [0.716, 0.320, -0.215], [-0.465, 0.310, -0.236], [-0.325, -0.640, 0.567], [-0.887, -0.141, -0.030], [0.508, -0.299, -0.663], [-0.125, 0.054, 0.229], [0.249, -0.025, -0.219], [0.030, 0.087, 0.183], [0.541, 0.160, 0.119], [0.136, 0.146, 0.077], [-0.015, 0.006, 0.017], [-0.363, 0.235, 0.148], [0.078, -0.325, 0.525], [-0.119, 0.159, -0.382], [0.413, -0.034, 0.395], [-0.004, -0.438, -1.111], [-0.378, 0.616, -0.104], [0.065, 0.189, -0.109], [0.216, 0.510, 0.577], [-0.402, -0.173, 0.190], [-0.016, 0.031, 0.049], [0.164, -0.060, 0.072], [-0.016, -0.197, 0.034], [0.005, -0.064, -0.037], [0.056, 0.083, 0.186], [0.098, -0.038, -0.113], [-0.224, -0.067, 0.048], [-0.227, -0.461, -0.218], [0.193, 0.983, -1.283], [-0.089, -0.058, 0.079], [0.091, 0.213, -0.024], [0.082, 0.074, -0.073], [-0.036, 0.088, 0.135], [-0.273, -0.260, 0.581], [0.105, 0.247, 0.505], [0.229, -0.514, 0.062], [-0.297, -0.270, 0.470], [0.114, 0.058, -0.038], [-0.004, -0.083, -0.675], [0.225, 0.447, 0.230], [0.102, 0.428, 0.371], [0.189, 0.121, 0.005], [0.175, -0.138, 0.057], [-0.124, -0.200, -0.184], [-0.335, -0.127, 0.053], [-0.025, -0.028, -0.019], [0.047, -0.095, -0.052], [0.000, -0.090, -0.128], [-0.047, -0.153, -0.224], [0.058, -0.158, -0.020], [-0.025, 0.549, 0.201], [0.369, -0.266, 0.005], [-0.306, 0.261, 0.110], [0.010, 0.049, 0.078], [-0.315, 0.046, -0.022], [-0.053, -0.005, -0.230], [0.006, -0.126, 0.186], [-0.001, -0.171, -0.012], [0.272, -0.118, -0.128], [0.080, -0.171, 0.116]]
}

Number 1: Kohn-Sham gap 8.50 eV. Number 2: Kohn-Sham gap 11.84 eV. Number 3: Kohn-Sham gap 5.05 eV.